No. 1
The following is a quantum chemistry calculation of C4H6O2 in the gas phase, from the OMol25 dataset.

Values from the calculation:
* total charge: 0
* Kohn-Sham gap (spin up / spin down): 8.4 / 7.1 eV
* electronic energy: -306.32628 Ha
* energy relative to the best compared isomer or geometry (same formula, charge and spin): 472.62 kJ/mol
* maximum force: 1.1 eV Å⁻¹
* multiplicity: 1
* E_HOMO (spin up / spin down): -9.49 / -9.11 eV

Each line ends with the natural charge from an NBO analysis.
Element x y z (Å)
O1 1.678 -2.330 -0.580  -0.51
H1 0.266 2.197 -0.658  0.19
H2 -1.149 2.386 0.546  0.20
C1 0.749 -0.250 0.112  -0.45
H3 0.900 -0.120 1.187  0.25
O2 -1.670 -0.351 0.368  -0.60
H4 -0.288 -2.204 -0.054  0.15
H5 -0.674 0.258 -1.345  0.25
C2 0.699 -1.731 -0.206  0.42
C3 -0.539 1.741 -0.088  -0.15
C4 -0.770 0.338 -0.199  0.02
H6 1.563 0.220 -0.444  0.23

***

No. 2
The following is a quantum chemistry calculation of 2 unconnected molecules or ions with the total composition C6H16O, from the OMol25 dataset.

Values from the calculation:
* total charge: 0
* Kohn-Sham gap: 11.6 eV
* electronic energy: -313.40853 Ha
* SMILES: CCC(C)CC.O
* energy relative to the best compared isomer or geometry (same formula, charge and spin): 91.92 kJ/mol
* maximum force: 3.2 eV Å⁻¹
* multiplicity: 1
* E_HOMO: -10.68 eV

Each line ends with the natural charge from an NBO analysis.
Element x y z (Å)
C1 0.809 -0.129 0.357  -0.20
C2 -0.116 0.942 -0.325  -0.40
H1 -1.478 -2.722 0.367  0.22
H2 -1.149 1.021 0.017  0.21
H3 -1.157 1.125 -2.709  0.47
H4 -0.012 3.032 -1.092  0.21
H5 -1.005 -0.344 -3.113  0.47
H6 -0.190 -1.405 -1.055  0.19
H7 0.227 2.901 0.550  0.20
H8 0.986 -0.849 2.319  0.21
O1 -1.598 0.406 -3.130  -0.93
H9 1.543 2.385 -0.447  0.20
C3 0.262 -1.533 -0.071  -0.40
C4 0.679 0.083 1.879  -0.61
H10 1.820 0.113 0.067  0.20
H11 -0.356 0.296 2.110  0.20
H12 -0.308 0.595 -1.346  0.17
C5 0.453 2.348 -0.380  -0.62
H13 -1.132 -1.664 1.651  0.21
C6 -0.623 -2.295 0.910  -0.63
H14 -0.136 -3.053 1.501  0.21
H15 1.334 0.911 2.168  0.21
H16 1.148 -2.164 -0.227  0.21

***

No. 3
The following is a quantum chemistry calculation of 4 unconnected molecules or ions with the total composition C2H11NO4, from the OMol25 dataset.

Values from the calculation:
* total charge: +1
* Kohn-Sham gap (spin up / spin down): 10.5 / 5.9 eV
* electronic energy: -438.14590 Ha
* <S²>: 0.766
* energy relative to the best compared isomer or geometry (same formula, charge and spin): 184.09 kJ/mol
* maximum force: 2.5 eV Å⁻¹
* multiplicity: 2
* E_HOMO (spin up / spin down): -15.31 / -15.27 eV

Each line ends with the natural charge from an NBO analysis.
Element x y z (Å)
C1 -1.222 -0.880 0.824  0.53
O1 -0.110 -0.839 -2.450  -0.97
H1 1.297 2.019 -1.452  0.49
H2 -0.665 -0.906 -1.659  0.46
H3 0.547 -0.012 0.152  0.47
H4 1.167 0.813 -1.947  0.51
N1 0.101 -0.362 1.029  -0.19
H5 -1.310 1.115 -0.854  0.48
H6 -0.431 2.072 0.151  0.47
H7 -1.577 -1.248 1.805  0.19
O2 -1.687 -0.820 -0.270  -0.40
H8 1.576 0.138 2.262  0.28
H9 0.237 -0.874 3.041  0.25
O3 1.526 1.143 -1.102  -0.97
O4 -1.203 1.958 -0.399  -0.94
H10 -0.669 -0.998 -3.208  0.50
H11 1.504 -1.596 1.870  0.30
C2 0.920 -0.722 2.207  -0.46

***

No. 4
The following is a quantum chemistry calculation of 4 unconnected molecules or ions with the total composition C7H13Cl9O, from the OMol25 dataset.

Values from the calculation:
* total charge: 0
* Kohn-Sham gap: 10.0 eV
* electronic energy: -4491.41900 Ha
* SMILES: ClC(Cl)Cl.ClC(Cl)Cl.ClC(Cl)Cl.CCOCC
* energy relative to the best compared isomer or geometry (same formula, charge and spin): 0.00 kJ/mol
* maximum force: 1.5 eV Å⁻¹
* multiplicity: 1
* E_HOMO: -9.75 eV

Each line ends with the natural charge from an NBO analysis.
Element x y z (Å)
H1 -0.772 -18.941 3.492  0.17
H2 7.613 -22.389 -8.324  0.23
C1 6.752 -22.860 -8.797  -0.26
H3 0.497 -29.637 -2.936  0.23
H4 0.635 -19.455 5.555  0.21
Cl1 2.454 -30.390 -3.979  0.01
H5 2.869 -18.059 3.909  0.19
C2 0.719 -30.493 -3.573  -0.26
C3 -1.106 -23.001 -5.587  -0.27
C4 1.815 -18.271 4.086  -0.06
C5 1.651 -19.193 5.262  -0.64
Cl2 0.403 -31.928 -2.564  0.01
H6 -0.618 -23.482 -6.435  0.22
O1 1.204 -18.824 2.895  -0.55
C6 -0.586 -19.005 1.268  -0.62
Cl3 7.364 -24.281 -9.633  0.02
Cl4 -0.320 -30.486 -5.060  0.00
Cl5 -2.809 -23.140 -6.043  0.02
H7 -0.513 -20.090 1.192  0.21
H8 2.113 -18.800 6.168  0.21
Cl6 -0.689 -23.880 -4.074  0.02
H9 1.408 -17.298 4.362  0.16
Cl7 -0.493 -21.317 -5.654  0.01
H10 -0.294 -17.452 2.579  0.16
H11 0.026 -18.623 0.451  0.22
H12 -1.623 -18.782 1.016  0.21
Cl8 6.185 -21.612 -10.021  -0.02
Cl9 5.516 -23.360 -7.630  0.03
C7 -0.174 -18.531 2.679  -0.06
H13 2.126 -20.136 4.991  0.21

***

No. 5
The following is a quantum chemistry calculation of a gas-phase ion, C6H11FNO2S (charge +1), from the OMol25 dataset.

Values from the calculation:
* total charge: +1
* Kohn-Sham gap: 11.1 eV
* electronic energy: -938.13806 Ha
* maximum force: 0.6 eV Å⁻¹
* multiplicity: 1
* E_HOMO: -15.79 eV

Each line ends with the natural charge from an NBO analysis.
Element x y z (Å)
H1 -0.330 2.485 -2.849  0.26
H2 -0.528 -3.658 0.225  0.20
O1 -0.350 1.430 2.080  -0.60
O2 0.931 1.279 0.020  -0.66
H3 1.612 2.215 -1.644  0.23
F1 -1.538 -1.921 0.370  -0.37
S1 -0.237 0.519 0.717  1.59
C1 0.855 -1.979 0.469  -0.47
C2 0.583 -0.853 1.474  -0.62
H4 1.512 -1.631 -0.329  0.23
H5 1.424 -2.721 1.031  0.27
H6 -1.091 2.349 -1.281  0.24
C3 -0.486 1.807 -2.010  -0.68
C4 -1.500 2.065 2.216  0.47
C5 0.880 1.433 -1.467  -0.07
C6 -0.426 -2.623 -0.093  0.04
H7 -1.033 0.947 -2.394  0.23
H8 -0.100 -1.178 2.265  0.28
H9 1.276 0.515 -1.897  0.20
H10 -0.448 -2.594 -1.181  0.19
H11 1.497 -0.493 1.950  0.29
N1 -2.503 2.605 2.330  -0.26

***

No. 6
The following is a quantum chemistry calculation of a gas-phase ion, C14H18NO5S2 (charge +1), from the OMol25 dataset.

Values from the calculation:
* total charge: +1
* Kohn-Sham gap: 8.2 eV
* electronic energy: -1771.33907 Ha
* SMILES: CS(=O)(=O)c1[nH+]ccc2cc(CCCCS(=O)(=O)O)ccc12
* energy relative to the best compared isomer or geometry (same formula, charge and spin): 79.64 kJ/mol
* maximum force: 2.2 eV Å⁻¹
* multiplicity: 1
* E_HOMO: -13.22 eV

Each line ends with the natural charge from an NBO analysis.
Element x y z (Å)
C1 2.403 1.842 -0.534  -0.44
C2 -1.797 1.212 0.379  -0.04
H1 1.232 1.562 1.946  0.25
H2 2.566 1.853 -1.625  0.23
H3 -4.536 0.999 -2.361  0.26
H4 2.774 2.738 -0.016  0.25
H5 0.305 1.718 -2.333  0.25
H6 -2.184 1.425 -3.048  0.26
S1 2.954 -3.101 -1.785  2.35
H7 -2.019 -1.053 2.164  0.25
O1 3.348 -2.355 -2.943  -0.94
O2 -5.091 0.289 2.329  -0.92
H8 1.443 -0.925 0.225  0.21
H9 3.852 -4.991 -2.155  0.52
S2 -3.701 0.664 2.379  2.13
C3 3.109 0.525 -0.025  -0.39
H10 -2.230 -0.535 3.844  0.27
C4 -0.029 1.609 -1.294  -0.24
O3 4.052 -4.262 -1.542  -0.87
C5 0.514 1.510 1.125  -0.18
C6 -1.405 1.392 -0.997  0.03
N1 -4.079 0.899 -0.308  -0.44
O4 -3.411 1.810 3.183  -0.88
C7 -3.734 1.076 -1.621  0.03
C8 0.895 1.656 -0.273  0.12
C9 -2.780 -0.810 2.930  -0.87
H11 4.259 -1.821 -0.265  0.26
H12 -3.442 -1.680 3.034  0.29
C10 -3.162 0.956 0.646  0.03
H13 3.179 0.519 1.080  0.20
O5 1.642 -3.675 -1.834  -0.93
C11 2.302 -0.750 -0.446  -0.41
H14 -1.073 1.196 2.473  0.24
C12 -2.442 1.313 -1.992  -0.17
H15 -5.037 0.707 -0.005  0.48
C13 3.179 -2.038 -0.358  -0.67
C14 -0.808 1.299 1.415  -0.19
H16 1.942 -0.620 -1.485  0.23
H17 2.902 -2.571 0.571  0.25
H18 4.109 0.419 -0.478  0.23

***

> Which of these has the highest multiplicity?

C2H11NO4

***

> Which value of electronic energy does entry 1 give?

-306.32628 Ha

***

> The highest multiplicity belongs to which entry?

C2H11NO4